Below is an isolated molecule of C5H8N2O at a distorted geometry, with properties calculated with ωB97M-V with the def2-TZVPD basis set.

The LUMO energy comes out at 1.1 eV. As for the energy: -379.962556 hartree. Its energy above the lowest of the compared OMol25 structures with the same formula, charge and spin is 3.418 eV. The SMILES is C=NN1[C@@H]2COC[C@@H]21.

Last column: natural (NBO) charge in e.
CARTESIAN COORDINATES (ANGSTROEM)
1 C 2.80288 -0.85258 -0.35461  -0.070
2 N 1.86403 -0.54977 0.42501  -0.279
3 N 0.66119 -0.23769 -0.28829  -0.294
4 C -0.48387 -0.59989 0.58441  -0.128
5 C -1.80157 -0.65366 -0.09718  -0.073
6 O -1.86997 0.53198 -0.87588  -0.519
7 C -1.07355 1.54304 -0.32648  -0.068
8 C -0.03718 0.76144 0.47796  -0.118
9 H 3.73173 -1.13945 0.10487  0.182
10 H 2.67816 -0.92335 -1.47702  0.175
11 H -0.29017 -1.20975 1.42417  0.226
12 H -1.93035 -1.45913 -0.83881  0.201
13 H -2.56204 -0.68499 0.68875  0.174
14 H -1.61103 2.25430 0.35602  0.169
15 H -0.60844 2.07690 -1.12784  0.197
16 H 0.53019 1.14260 1.32492  0.227